36
Properties=species:S:1:pos:R:3:forces:R:3:lowdin_charge:R:1 method="wB97M-V/def2-TZVPD" homo_energy_ev=-7.582 e_lumo_ev=0.6 smiles="CB(O)P(CC=O)CCCN.O=C1OCCO1" orbital_gap_ev=8.2 total_charge=0 multiplicity=1
C 0.47707 -1.90508 -0.27980 0.3 0.4 -0.3 -0.0428
B 0.90560 -0.80725 -1.31905 -0.6 0.1 -0.2 -0.6896
O 1.00524 -1.12466 -2.65635 0.9 0.0 -0.1 0.0643
P 1.28695 0.98095 -0.74902 0.6 0.0 0.7 1.0604
C 2.02578 1.88716 -2.20849 -1.1 -0.4 0.0 -0.3209
C 3.08372 1.05828 -2.85539 -1.1 0.8 -0.9 -0.3720
O 3.93575 0.50040 -2.25845 1.7 -1.1 1.1 0.0510
C -0.29871 1.85628 -0.35966 0.6 0.3 -0.6 -0.3709
C -1.10996 2.34975 -1.54453 -0.3 -0.5 0.1 -0.2692
C -1.39547 1.30411 -2.59950 -0.6 0.0 0.1 -0.2973
N -2.28046 0.24579 -2.07141 0.2 0.0 -0.2 0.0247
H 0.83397 -2.89467 -0.54578 0.1 -0.3 0.0 0.0600
H -0.60742 -1.92415 -0.29845 -0.4 -0.1 0.1 0.0677
H 0.77629 -1.66008 0.72586 0.1 0.0 0.4 0.0329
H 1.36219 -2.01332 -2.79212 -0.5 0.0 -0.1 0.1077
H 1.26635 2.13648 -2.93828 -0.1 0.2 -0.3 0.0615
H 2.42146 2.81125 -1.82112 0.4 0.4 0.2 0.0831
H 3.03939 0.96923 -3.95393 -0.1 0.1 -0.2 0.1209
H -0.02512 2.71582 0.23334 0.1 0.3 0.4 0.0664
H -0.86222 1.20994 0.29126 -0.2 -0.4 0.1 0.0585
H -0.68164 3.22723 -2.00518 0.5 0.3 -0.2 0.0969
H -2.07350 2.66919 -1.16676 -0.4 0.2 0.1 0.1043
H -0.49542 0.87966 -3.01824 0.3 -0.2 0.0 0.0724
H -1.90335 1.80852 -3.41323 -0.1 0.1 -0.4 0.1048
H -1.89919 -0.67165 -2.26074 0.1 0.0 0.0 0.0528
H -3.15344 0.28481 -2.57753 -0.2 -0.1 0.1 0.0603
O -0.02362 0.21888 2.54144 -0.1 -0.1 0.0 0.1607
C -0.26316 -0.58220 3.38343 0.0 0.1 0.0 -0.5535
O -0.23753 -0.33186 4.71771 0.0 -0.1 -0.1 0.0633
C -0.79779 -1.45968 5.39452 -0.1 0.0 0.2 -0.1203
C -0.58442 -2.57568 4.39569 0.0 -0.2 0.1 -0.1184
O -0.60015 -1.87695 3.14848 0.0 0.1 0.1 0.0512
H -0.28961 -1.62865 6.34044 0.1 0.1 0.0 0.1317
H -1.85483 -1.26557 5.58574 0.0 0.0 0.0 0.1324
H 0.38500 -3.06335 4.51350 0.0 0.0 0.0 0.1335
H -1.36776 -3.32893 4.42160 0.0 0.1 -0.2 0.1315

***

82
Properties=species:S:1:pos:R:3:forces:R:3:lowdin_spin:R:1 method="wB97M-V/def2-TZVPD" homo_energy_ev="-13.295 / -13.881" e_lumo_ev="-5.3 / -8.4" relative_energy_kcal_mol=0.0 orbital_gap_ev="8.0 / 5.5" total_charge=+2 multiplicity=5 s2=6.051
Pd 0.83579 -0.69542 -2.60107 -0.6 0.0 1.8 0.8008
C -0.69221 -1.69685 -0.00212 1.5 -0.7 -0.8 0.3328
C 0.70280 -1.78761 -0.54482 -0.9 0.3 1.4 0.2500
C 0.64047 -0.49269 1.42599 -1.1 -0.3 0.0 0.1204
C -0.69574 -0.89730 1.14177 1.1 1.0 0.7 0.1893
C 1.50104 -1.07609 0.49285 -0.5 -0.3 -0.5 0.2958
C -1.81408 -2.57039 -0.39167 -0.2 -0.4 -0.3 0.0469
H -1.59624 -3.16250 -1.28518 -0.1 0.1 0.2 -0.0002
H -2.72747 -1.99037 -0.56469 0.1 -0.3 0.1 0.0124
H -2.03629 -3.28242 0.42298 0.1 0.3 -0.2 0.0168
C -1.85752 -0.56706 1.99726 -0.5 -0.2 0.3 0.0265
H -2.73252 -1.17778 1.73489 0.2 0.2 0.1 0.0002
H -2.14070 0.49775 1.90950 0.2 -0.4 0.0 0.0111
H -1.61588 -0.76869 3.05459 -0.1 0.1 -0.3 0.0058
C 1.00171 0.31909 2.61143 0.3 0.2 0.3 0.0112
H 0.72186 -0.20248 3.54516 0.1 0.2 -0.4 0.0040
H 0.46010 1.28111 2.60139 0.2 -0.3 0.0 0.0043
H 2.08358 0.50928 2.64381 -0.4 0.1 0.1 -0.0003
C 2.97597 -1.12888 0.59474 0.5 -0.1 -0.2 0.0457
H 3.32029 -1.74933 1.44459 -0.3 0.2 -0.2 0.0167
H 3.40042 -0.13086 0.76256 0.0 -0.3 0.1 0.0117
H 3.43095 -1.55762 -0.30774 -0.1 0.2 0.2 0.0006
C 1.19634 -3.15266 -0.92450 0.1 0.0 -0.6 0.0412
H 1.26992 -3.78616 -0.02705 0.0 0.0 -0.3 0.0175
H 2.18380 -3.07231 -1.39107 -0.1 -0.3 0.1 0.0056
H 0.51564 -3.62883 -1.63697 0.2 -0.1 0.1 0.0043
C -1.70854 0.92618 -6.14747 -1.1 -0.6 -0.6 0.0016
C -1.85776 -0.40863 -6.25049 -0.8 1.0 -0.4 0.0015
C -0.97910 -1.37725 -6.97720 0.3 -0.4 0.0 0.0005
C 0.53826 -1.09905 -6.80824 -0.5 -0.3 -0.5 0.0017
C 0.90712 -0.57584 -5.45388 0.6 0.4 -0.3 0.0147
C 1.06045 0.73469 -5.23756 0.7 -0.1 0.1 0.0168
C 0.71814 1.83626 -6.19521 0.1 0.4 -0.1 0.0023
C -0.69743 1.79649 -6.83573 0.2 0.5 0.0 0.0003
H -1.21626 -1.36964 -8.05529 0.0 -0.1 0.4 0.0001
H 0.84785 -0.39819 -7.60359 0.1 -0.2 0.5 0.0006
H -1.19260 -2.39844 -6.61113 0.0 0.4 -0.2 0.0000
H -0.60531 1.58390 -7.91143 -0.1 -0.2 0.4 0.0001
H -2.50835 1.51250 -5.65706 0.3 -0.6 -0.2 0.0001
H -2.76288 -0.86223 -5.82864 0.3 0.4 -0.1 0.0000
H -1.08566 2.82348 -6.77599 0.1 -0.3 -0.2 0.0000
H 0.81961 2.80057 -5.66118 0.1 -0.5 -0.3 0.0004
H 1.60606 1.09893 -4.36178 -0.5 -0.4 -0.5 0.0085
H 1.45596 1.85926 -7.01035 0.0 0.1 0.2 0.0003
H 1.07241 -2.04116 -6.99271 0.0 0.3 0.0 0.0001
H 1.12928 -1.34533 -4.68882 0.3 0.3 -0.3 0.0067
P -1.69198 0.21674 -2.10031 1.2 0.0 -1.8 0.2755
P 1.60659 1.45004 -2.17138 -0.4 -0.2 0.7 0.1522
C -1.14698 1.76399 -3.06135 -0.5 -0.2 0.2 0.0319
C 0.15338 2.51434 -2.69406 0.3 0.2 -0.1 0.0259
H -2.01516 2.41942 -2.89326 0.4 0.2 -0.3 0.0002
H -1.11993 1.47254 -4.11881 -0.1 0.0 0.4 0.0039
H 0.50790 3.13352 -3.53439 -0.4 -0.2 0.1 0.0024
H -0.06022 3.19483 -1.85597 0.3 -0.2 -0.2 0.0025
C 1.82187 2.03592 -0.47931 0.0 -0.1 0.3 0.0321
H 2.43344 1.30345 0.05114 -0.1 0.4 0.1 0.0045
H 0.83689 2.12949 -0.00295 0.3 -0.1 0.0 0.0111
H 2.32487 3.01582 -0.48816 -0.2 -0.3 0.0 0.0064
C 3.30583 1.68424 -2.84729 0.0 0.3 -0.4 0.0337
H 3.48620 2.71194 -3.17811 0.0 -0.1 0.0 0.0071
H 3.53213 1.00220 -3.67479 -0.2 0.2 0.1 0.0023
H 4.02485 1.46385 -2.04835 -0.3 0.0 0.0 -0.0001
C -3.49826 0.28352 -1.88184 -0.2 0.6 0.8 0.0754
H -3.80442 -0.60792 -1.32047 -0.1 0.3 -0.2 0.0015
H -3.97406 0.26742 -2.86899 0.1 0.1 0.2 0.0123
H -3.77392 1.17395 -1.31248 -0.2 -0.1 -0.1 0.0038
C -1.74941 -1.10412 -3.39357 0.5 -0.2 0.1 0.0094
H -1.30764 -2.03439 -3.02344 0.0 -0.1 0.0 0.0064
H -1.16614 -0.78025 -4.26418 -0.4 -0.1 0.3 0.0012
H -2.76874 -1.34879 -3.70260 0.2 0.1 0.0 -0.0001
S -1.85174 2.61773 0.33215 -0.3 -0.6 -0.5 0.5372
C -1.38335 3.73016 1.48628 0.4 0.7 0.5 0.0875
C -1.59535 3.50357 2.87287 0.1 0.3 0.1 0.1016
C -1.19320 4.44871 3.80549 -0.1 -0.3 0.0 -0.0056
C -0.55472 5.62676 3.38992 -0.2 -0.2 -0.4 0.1501
C -0.35273 5.86957 2.01942 0.1 0.1 -0.1 -0.0067
C -0.75422 4.93890 1.07986 0.1 0.1 0.4 0.0991
H -2.08143 2.57346 3.16013 0.0 0.3 0.1 0.0027
H -1.37872 4.26388 4.86579 0.1 0.1 -0.3 -0.0026
H -0.22705 6.35565 4.12330 -0.1 -0.1 -0.1 0.0075
H 0.11381 6.79824 1.68222 -0.1 -0.3 0.2 -0.0027
H -0.59835 5.09092 0.01773 0.0 0.1 0.1 0.0026

***

24
Properties=species:S:1:pos:R:3:forces:R:3:lowdin_charge:R:1 method="wB97M-V/def2-TZVPD" homo_energy_ev="-6.799 / -6.804" e_lumo_ev="-0.2 / -0.2" relative_energy_kcal_mol=18.5 smiles="CC(=C=O)C[C@H]1C=CC=CC1=[Si](Cl)Cl" orbital_gap_ev="6.6 / 6.6" total_charge=0 multiplicity=1
C -1.34066 2.47534 -1.71102 0.5 0.1 1.6 -0.0474
C -1.02558 1.04661 -1.48421 -0.8 -2.3 -2.0 -0.3201
C -1.67997 0.08116 -2.16954 -0.5 1.5 0.6 -0.1282
O -2.45237 -0.60149 -2.74525 1.3 0.4 0.6 0.1486
C -0.00284 0.80878 -0.45155 -1.4 -1.6 1.2 -0.1585
C 0.03430 -0.70265 -0.02534 -0.7 0.7 0.2 -0.3341
C 1.12856 -1.38418 -0.75602 -0.2 -0.4 -1.0 -0.0757
C 2.26829 -1.69444 -0.17132 -0.2 -0.3 0.1 -0.1263
C 2.52322 -1.51307 1.20391 -5.2 2.1 2.1 -0.0636
C 1.48600 -1.06087 2.05410 0.3 -0.5 -3.1 -0.0936
C 0.17749 -0.76145 1.51228 -1.9 0.1 0.1 -0.3345
Si -1.31064 -0.24408 2.43500 5.4 -1.7 -0.6 -0.2010
Cl -1.29080 0.02606 4.40310 0.0 0.1 0.8 0.3470
Cl -3.00334 0.06663 1.63118 -2.7 0.5 -1.4 0.4730
H -0.36206 2.97909 -1.48706 -1.3 0.3 -0.4 0.1081
H -1.79094 2.71943 -2.62305 -0.1 0.4 -1.7 0.0622
H -2.13966 2.67176 -0.98645 0.5 0.8 0.3 0.0893
H 0.96440 1.08455 -0.75016 1.5 0.6 -0.5 0.1094
H -0.26114 1.40839 0.44484 0.1 -0.2 -0.3 0.1016
H -0.90551 -1.16831 -0.39935 0.2 0.3 0.6 0.1188
H 1.03718 -1.63691 -1.82715 -0.3 0.3 0.6 0.1249
H 2.99012 -2.19047 -0.73976 1.2 -0.6 -0.9 0.0878
H 3.44717 -1.58603 1.57020 3.5 -0.6 1.5 0.0490
H 1.50879 -0.82387 3.07262 1.0 -0.1 1.5 0.0633

***

10
Properties=species:S:1:pos:R:3:forces:R:3:lowdin_charge:R:1 method="wB97M-V/def2-TZVPD" homo_energy_ev=-9.291 e_lumo_ev=0.9 relative_energy_kcal_mol=53.1 smiles=CPCF orbital_gap_ev=10.2 total_charge=0 multiplicity=1
C -0.92212 -1.26456 0.24939 -0.4 2.9 1.0 -0.4235
P -0.44306 -0.00084 -1.05106 0.7 2.8 2.5 0.8104
C 1.21760 0.99891 -0.04385 -3.0 1.8 -0.8 -0.3613
F 2.17137 1.07712 -0.97961 1.8 -0.8 -1.1 -0.1466
H -0.41205 -2.14237 0.03326 0.2 -2.0 -0.6 -0.0203
H -2.00730 -1.17046 0.11072 0.2 -1.2 0.2 0.0085
H -0.68937 -1.02782 1.32322 -0.2 0.2 -1.0 0.0440
H -1.48773 1.03472 -0.59753 1.3 -1.2 -0.6 -0.0632
H 1.11530 2.17388 0.17592 -0.8 -2.9 0.5 0.1104
H 1.45735 0.32142 0.77955 0.2 0.4 0.0 0.0415

***

26
Properties=species:S:1:pos:R:3:forces:R:3:lowdin_charge:R:1 method="wB97M-V/def2-TZVPD" homo_energy_ev="-10.947 / -10.948" e_lumo_ev="-3.9 / -3.9" relative_energy_kcal_mol=44.1 orbital_gap_ev="7.1 / 7.1" total_charge=+1 multiplicity=1
H -1.91575 -0.58441 0.93744 -0.6 -0.1 0.1 0.0748
N -1.04604 -0.84455 0.50205 -0.1 -0.4 -0.1 0.1237
C -1.14767 -0.99179 -0.80136 -0.3 0.3 1.6 -0.2603
C -2.40827 -1.05250 -1.51663 3.4 -0.1 -2.5 0.0008
C -2.35277 -1.21629 -2.87704 1.8 0.2 2.3 -0.0253
C -1.08567 -1.27761 -3.56134 0.9 0.5 -2.0 -0.0520
C 0.12121 -1.12431 -2.93534 -4.2 -1.3 0.1 -0.0521
C 0.10384 -1.04077 -1.53147 2.7 1.4 1.1 -0.1383
C 1.28491 -0.48593 -0.98367 0.3 0.1 -1.9 -0.0194
N 1.37753 0.17759 0.18113 0.2 -1.7 2.4 -0.0001
C 0.97895 -0.42281 1.28437 -0.2 3.4 -1.6 -0.1100
N 0.83714 0.23744 2.51852 0.7 -0.2 -2.1 0.1505
C 1.14272 1.53667 2.63626 -0.5 1.8 -0.2 -0.3811
N 0.80223 2.20359 3.77722 -0.1 -0.9 0.0 0.1869
N 1.66428 2.17106 1.56748 0.1 -1.5 0.0 0.1818
H -3.33276 -0.94119 -1.10242 -2.1 0.2 1.6 0.0817
H -3.30270 -1.19541 -3.29093 -1.3 -0.3 -1.7 0.0915
H -0.99231 -1.28539 -4.68253 -0.7 -0.1 1.3 0.1268
H 0.95564 -1.04928 -3.51890 2.3 0.1 -1.1 0.0901
H 2.25880 -0.27956 -1.56351 -2.0 -0.7 0.1 0.1647
H 0.97437 -1.40435 1.51662 0.1 -3.3 -0.5 0.1140
H 0.23352 -0.35672 3.04840 -0.3 0.7 1.3 0.1646
H 0.42453 3.11181 3.60496 0.2 0.7 0.0 0.1173
H 0.27833 1.72087 4.51870 0.6 0.1 -0.7 0.1362
H 2.37093 2.88401 1.63235 -0.4 0.5 0.7 0.1257
H 1.77500 1.50982 0.63965 -0.5 0.7 1.7 0.1074

***

15
Properties=species:S:1:pos:R:3:forces:R:3:lowdin_spin:R:1 method="wB97M-V/def2-TZVPD" homo_energy_ev="-14.882 / -13.960" e_lumo_ev="-5.1 / -9.8" relative_energy_kcal_mol=48.8 orbital_gap_ev="9.8 / 4.1" total_charge=+1 multiplicity=2 s2=0.760
O 0.83599 -2.36891 -0.53845 0.0 0.6 0.1 0.4624
C 0.83710 -1.92079 0.56479 0.3 -1.6 -0.1 0.0988
C 0.27420 -2.68816 1.73862 -1.1 0.7 0.6 0.0761
H 1.34319 -0.96271 0.79953 -0.1 0.8 -0.3 0.0543
H -0.77143 -2.92656 1.51210 0.2 -0.2 -0.2 0.0008
H 0.80345 -3.60203 2.00428 0.3 0.1 -0.4 0.0007
H 0.23464 -2.00016 2.57530 0.3 0.0 0.3 0.0022
N -0.17761 1.11984 -0.05739 -0.5 0.1 -1.0 0.2285
C -0.25984 2.55314 -0.38617 0.7 0.4 0.0 0.0062
O -1.20380 2.85645 -1.38561 0.4 -0.5 0.0 0.0631
H -0.05624 0.64133 -0.94863 0.2 -0.2 0.1 0.0014
H -1.07508 0.83439 0.30815 -0.2 -0.3 0.5 0.0039
H 0.68560 2.83022 -0.84111 0.2 0.2 0.3 0.0014
H -0.41818 3.11802 0.52955 -0.1 0.0 0.1 0.0003
H -2.02201 2.37701 -1.24987 -0.5 0.1 0.2 -0.0001

***

Number 1: maximum force 2.27 eV/A, calculated total energy -31334.51637 eV. Number 2: maximum force 2.21 eV/A, calculated total energy -64761.98794 eV. Number 3: maximum force 5.97 eV/A, calculated total energy -45500.29558 eV. Number 4: maximum force 3.79 eV/A, calculated total energy -14175.42125 eV. Number 5: maximum force 4.37 eV/A, calculated total energy -16969.45892 eV. Number 6: maximum force 1.65 eV/A, calculated total energy -8831.39359 eV.